# 1
C39H43Cl2CrN9O5S2Si | ωB97M-V with the def2-TZVPD basis set

Its LUMO energy (spin up / spin down) is 1.582 / 1.582 eV. Its HOMO energy (spin up / spin down) is -5.30 / -5.41 eV. For the gap between HOMO and LUMO (spin up / spin down), the calculation gives 6.88 / 6.99 eV. Its net charge is -1. The molecular weight is 932.95 Da. Its strongest force on any atom is 3.897 eV/A. Its spin multiplicity is 4.

CARTESIAN COORDINATES (ANGSTROEM)
Cr1 10.08715 11.64009 13.97880
Cl1 6.74031 12.59991 19.58973
C1 7.17679 11.79306 18.16377
C2 8.46875 11.92552 17.74616
C3 8.93372 11.40312 16.53408
N1 10.18689 11.53308 15.98724
C4 11.18065 12.21593 16.54134
O1 11.25110 12.61487 17.73016
C5 12.28828 12.54149 15.57006
C6 13.54354 13.00438 15.94056
C7 14.40792 13.49652 14.99358
C8 14.07530 13.49401 13.69611
C9 12.79429 13.02263 13.35672
N2 11.98199 12.50945 14.25706
C10 8.02794 10.75010 15.69570
C11 6.75469 10.51883 16.18857
C12 6.29524 11.05981 17.36416
Cl2 4.58915 10.71276 17.77472
N3 8.58712 10.39249 14.43370
C13 8.73430 9.04131 14.21239
O2 8.00086 8.09135 14.45813
C14 10.12558 8.68135 13.72376
C15 10.54946 7.35841 13.70116
C16 11.89273 7.10694 13.64942
C17 12.75524 8.16714 13.54811
C18 12.25088 9.43764 13.48207
N4 10.97258 9.69798 13.69193
H1 9.13327 12.49646 18.36243
H2 13.64324 13.20427 17.00333
H3 15.35339 13.89006 15.38235
H4 14.79345 13.88428 12.96376
H5 12.46536 12.91297 12.35986
H6 6.03127 10.03808 15.49972
H7 9.72204 6.65543 13.75968
H8 12.25110 6.06993 13.68193
H9 13.82144 7.96510 13.43165
H10 12.83858 10.30670 13.32167
C19 10.38148 7.74765 9.45929
C20 11.38947 8.82723 9.21325
C21 11.37249 9.26967 7.71743
C22 12.79926 8.34334 9.58327
O3 11.04456 9.86749 10.13351
Si1 10.63775 11.37670 9.81440
S1 9.94196 12.25929 11.57565
O4 9.47878 11.44963 8.64292
C23 8.07747 11.32767 8.63989
C24 7.48932 12.73796 8.78338
C25 7.63105 10.48264 9.84538
C26 7.69928 10.69504 7.26138
O5 11.97934 12.08372 9.15135
C27 12.26616 13.37986 8.67627
C28 13.68626 13.72512 9.12865
C29 11.29997 14.35993 9.34433
C30 12.23181 13.31098 7.20052
H11 10.66858 6.88278 8.91036
H12 9.34839 8.07248 9.02109
H13 10.29119 7.56897 10.54150
H14 11.73607 8.44931 7.09053
H15 11.99988 10.11552 7.58182
H16 10.38114 9.59267 7.34368
H17 13.11631 7.48812 9.00105
H18 12.84329 8.08802 10.67522
H19 13.53045 9.10728 9.34439
H20 7.94750 13.31174 9.63332
H21 6.41781 12.63648 8.98774
H22 7.54634 13.31313 7.87852
H23 7.72550 11.00356 10.81985
H24 8.27802 9.58798 9.87149
H25 6.61581 10.15007 9.64945
H26 7.77828 11.44347 6.41817
H27 6.61641 10.49187 7.32748
H28 8.25163 9.76978 7.04114
H29 13.80216 13.70836 10.18997
H30 13.89481 14.80756 8.83149
H31 14.36983 13.02762 8.61701
H32 11.27211 14.12782 10.37483
H33 10.27205 14.26895 9.05642
H34 11.54409 15.43445 9.16914
H35 13.05373 12.62512 6.93311
H36 12.46515 14.23720 6.70446
H37 11.20338 12.93860 6.91091
N5 16.47705 10.38063 13.25322
C31 16.81095 10.36509 14.55596
N6 16.08268 10.62850 15.54799
C32 16.78355 10.45104 16.68898
C33 16.29696 10.61701 17.94240
C34 17.00056 10.40306 19.05957
C35 18.36509 9.95507 18.97297
C36 18.92640 9.76989 17.73271
C37 18.10597 9.95197 16.61365
S2 18.47409 9.85680 14.95678
H38 15.72965 10.95237 12.95525
H39 17.25308 10.42136 12.60020
H40 15.27838 10.88177 18.10929
H41 16.60082 10.51977 20.06281
H42 18.95910 9.73797 19.83748
H43 19.94753 9.39919 17.55000
N7 11.75432 16.87792 12.90790
C38 11.35988 16.04589 13.63619
N8 10.92222 15.27881 14.61450
C39 10.06415 14.35381 14.43589
N9 9.23788 13.47834 14.47339

# 2
C39H43ClMnP2Si2 | ωB97M-V with the def2-TZVPD basis set

Its LUMO energy (spin up / spin down) is 0.120 / -1.144 eV. Its HOMO energy (spin up / spin down) is -2.76 / -7.31 eV. For the gap between HOMO and LUMO (spin up / spin down), the calculation gives 2.88 / 6.17 eV. The molecular weight is 720.28 Da. Its strongest force on any atom is 2.890 eV/A. Its spin multiplicity is 6.

CARTESIAN COORDINATES (ANGSTROEM)
C1 -1.63190 -1.08359 4.29861
C2 -2.38539 -0.73209 3.11876
C3 -2.02649 -1.65491 2.07560
H1 -3.15306 0.03167 3.04918
C4 -1.07246 -2.58464 2.60340
C5 -0.82075 -2.23113 3.97710
H2 -0.21821 -2.80495 4.67056
H3 -1.71475 -0.62749 5.28459
H4 -2.48805 -1.71613 1.09706
H5 -0.66702 -3.43746 2.06093
Mn1 -0.28119 -0.58654 2.71015
Si1 -0.60495 -0.24649 -3.71528
C6 -0.14241 1.27724 -4.67776
C7 1.16139 1.41825 -5.17600
H6 1.88442 0.61461 -5.02507
C8 1.51075 2.57657 -5.87432
H7 2.52830 2.70498 -6.24413
C9 0.54706 3.55183 -6.14177
H8 0.81293 4.42329 -6.73796
C10 -0.76551 3.39671 -5.67747
H9 -1.52872 4.13770 -5.92153
C11 -1.10373 2.26502 -4.93086
H10 -2.11665 2.11688 -4.55864
C12 0.14341 -1.73423 -4.56125
C13 -0.38284 -1.97606 -5.84536
H11 -1.19366 -1.34395 -6.21686
C14 0.16098 -2.99960 -6.63206
H12 -0.19439 -3.15467 -7.65669
C15 1.17088 -3.81069 -6.10185
H13 1.57571 -4.61418 -6.71528
C16 1.67819 -3.60386 -4.81329
H14 2.47846 -4.24127 -4.41498
C17 1.16252 -2.55444 -4.03982
H15 1.55029 -2.36016 -3.03918
H16 -2.05542 -0.32269 -3.51419
Si2 0.33562 0.03905 -1.52374
C18 -0.59771 -1.60373 -1.21698
C19 -1.95004 -1.93976 -1.50088
H17 -2.70004 -1.15955 -1.69089
C20 -2.35527 -3.27829 -1.60813
H18 -3.39953 -3.52561 -1.85300
C21 -1.42435 -4.31416 -1.43017
H19 -1.66671 -5.35093 -1.69101
C22 -0.17000 -3.98844 -0.90738
H20 0.53139 -4.78224 -0.62720
C23 0.21695 -2.64262 -0.76906
H21 1.20245 -2.42321 -0.34992
C24 -0.75918 1.53352 -1.13090
C25 -1.99227 1.37502 -0.48315
H22 -2.27716 0.40716 -0.06363
C26 -2.90164 2.43479 -0.40043
H23 -3.85336 2.27407 0.11069
C27 -2.59865 3.68040 -0.96797
H24 -3.32955 4.49324 -0.97738
C28 -1.31228 3.87289 -1.49090
H25 -1.01421 4.86966 -1.84693
C29 -0.38889 2.82129 -1.55608
H26 0.59839 3.00323 -1.98614
H27 1.62647 0.18438 -2.23898
Cl1 1.65997 0.11020 0.23309
C30 -1.71514 2.45598 3.64460
P1 -0.17539 1.58879 3.25831
C31 0.70745 2.79086 2.19595
C32 0.73657 1.42869 4.86187
C33 0.49828 2.23340 5.97641
C34 1.14505 1.91545 7.18639
C35 2.01705 0.82108 7.26896
C36 2.28873 0.03269 6.14685
C37 1.62966 0.33750 4.96403
P2 1.86275 -0.67404 3.42962
C38 3.43202 0.07024 2.82615
C39 2.46691 -2.31982 3.91279
H28 -2.34374 2.47421 2.74208
H29 -1.49584 3.48999 3.94473
H30 -2.26374 1.95482 4.45075
H31 0.94842 3.67835 2.80439
H32 1.62685 2.36287 1.77450
H33 0.05508 3.08008 1.35520
H34 -0.19248 3.08239 5.89914
H35 0.93269 2.54195 8.05902
H36 2.50766 0.59810 8.21227
H37 3.00391 -0.78961 6.19985
H38 4.16943 -0.00672 3.63574
H39 3.79135 -0.47483 1.94662
H40 3.30304 1.12760 2.57389
H41 3.56045 -2.29552 4.01748
H42 2.00213 -2.65592 4.84436
H43 2.20266 -3.03241 3.12085

> The lowest molecular weight belongs to which entry?

C39H43ClMnP2Si2